DFT (the ωB97M-V functional and the def2-TZVPD basis) results for the ion C6H13N2O with charge +1 at a distorted geometry.

Each line ends with the Mulliken charge.
Element x y z (Å)
O (1.1521, 1.8108, 0.3277)  -0.599
N (2.5647, 0.1183, 0.2809)  -0.484
N (-1.2125, 1.0008, 0.3594)  -0.013
C (-0.8303, -1.4463, 0.3406)  -1.461
C (1.2605, 0.4310, -1.8126)  -1.122
C (-2.6411, 0.9294, 0.5209)  -0.899
C (2.8892, -0.7199, 1.1621)  -0.202
C (-0.4284, -0.0018, 0.2785)  0.416
C (1.2741, 0.5736, -0.1830)  0.873
H (1.7245, 1.8230, 1.2185)  0.342
H (1.6502, -0.5838, -1.9344)  0.361
H (3.9111, -0.5856, 1.6334)  0.253
H (2.1171, 1.1701, -2.1142)  0.337
H (0.2619, 0.7051, -2.1477)  0.348
H (2.4189, -1.5914, 1.5168)  0.270
H (-1.5898, -1.5559, -0.4824)  0.478
H (-3.0761, 0.0261, 0.0786)  0.301
H (-2.9748, 0.8988, 1.5171)  0.380
H (-3.1121, 1.8775, 0.1888)  0.337
H (-0.7101, 1.9552, 0.2140)  0.399
H (0.0405, -2.0439, 0.0255)  0.294
H (-1.1065, -1.6590, 1.3265)  0.391

The calculation puts the energy relative to the best compared isomer or geometry (same formula, charge and spin) at 88.40 kcal per mole. As for the SMILES: C=N[C@](C)(O)/C(C)=[NH+]/C. For the lowest unoccupied orbital energy, the calculation gives -0.1318 hartree. For the HOMO energy, the calculation gives -13.7 eV. The total charge is +1. Its spin multiplicity is 1. The HOMO-LUMO gap comes out at 10.09 eV.

DFT (the ωB97M-V functional and the def2-TZVPD basis) results for a cluster of 2 separate species, C4H6BrFO in total at a distorted geometry.

Each line ends with the Mulliken charge.
Element x y z (Å)
Br (2.5405, 0.9611, -0.0246)  -0.278
F (-0.9998, -1.3023, -1.0212)  -0.219
O (2.1954, -1.7897, 0.0708)  -0.485
C (-0.8953, 1.2190, -1.0298)  -0.832
C (-1.1292, -0.1377, -0.4329)  -0.028
C (1.7016, -0.8131, 0.5394)  0.521
C (0.5349, -0.7398, 1.3749)  -0.875
H (-0.9096, 1.8950, -0.2348)  0.249
H (0.4870, 0.1877, 1.9452)  0.371
H (-1.6552, -0.3692, 0.4816)  0.514
H (-0.0909, -1.5585, 1.6791)  0.438
H (-1.7979, 1.4327, -1.7207)  0.330
H (0.0186, 1.0149, -1.6269)  0.295

The calculation puts the energy relative to the best compared isomer or geometry (same formula, charge and spin) at 69.92 kcal per mole. For the lowest unoccupied orbital energy (spin up / spin down), the calculation gives -0.0154 / -0.0424 hartree. For the HOMO energy (spin up / spin down), the calculation gives -9.0 / -8.6 eV. The total charge is 0. Its spin multiplicity is 1. The HOMO-LUMO gap (spin up / spin down) comes out at 8.60 / 7.42 eV.